--- w ---
The following is a DFT calculation (ωB97M-V with the def2-TZVPD basis set) of 2 unconnected molecules or ions with the total composition C2H4OS3.

Element x y z (Å)
C -0.35612 2.42611 0.09351
C 0.23719 -0.56722 0.01509
O -1.40660 2.43483 -0.45701
S -0.65389 -0.78490 -1.46296
S 2.01823 -1.03075 -0.14096
S -0.59364 -0.90020 1.49840
H 0.01326 1.59002 0.81149
H -1.78709 -0.21849 -1.10096
H 2.00534 -1.73335 -1.24371
H 0.52331 -1.21605 1.98712

* HOMO-LUMO gap (spin up / spin down): 0.283 / 0.277 Ha
* LUMO energy (spin up / spin down): 0.07 / -0.67 eV
* multiplicity: 1
* HOMO (spin up / spin down): -7.620 / -8.206 eV


--- x ---
The following is a DFT calculation (ωB97M-V with the def2-TZVPD basis set) of a molecular structure, C2H4OS3.

Element x y z (Å)
C -0.37460 -0.21623 -0.30642
C -0.64669 -1.68594 -0.07943
O 1.41489 2.40203 1.52434
S 1.67715 2.11866 -1.29568
S -1.16637 0.93340 0.54310
S 0.72827 2.74964 0.29279
H 0.49643 0.17528 -0.90467
H 0.01933 -2.16917 0.60308
H -0.64878 -2.28053 -0.92904
H -1.49962 -2.02715 0.55193

* HOMO-LUMO gap: 0.294 Ha
* LUMO energy: -1.21 eV
* multiplicity: 1
* HOMO: -9.207 eV


Which structure wins on stability? x wins.


--- w ---
The following is a DFT calculation (ωB97M-V with the def2-TZVPD basis set) of a molecular structure, C2H7IN3.

Element x y z (Å)
C 0.74017 -0.16419 -2.52076
C -0.83916 0.64739 1.92992
N -0.40278 0.46004 0.74415
N -1.59391 -0.16280 2.71182
N 1.89791 0.02606 -2.06159
I -0.79150 -1.08430 -0.44830
H 0.48742 -1.14183 -2.92343
H -0.00270 0.73634 -2.69531
H -0.52402 1.61909 2.32150
H -1.90537 -1.05561 2.44128
H -1.52042 0.02410 3.78867
H 2.31699 -0.75363 -1.75346
H 2.13740 0.84934 -1.53448

* HOMO-LUMO gap: 0.308 Ha
* LUMO energy: -4.45 eV
* multiplicity: 1
* HOMO: -12.845 eV
* net charge: +1


--- x ---
The following is a DFT calculation (ωB97M-V with the def2-TZVPD basis set) of a gas-phase ion, C2H7IN3 (charge +1).

Element x y z (Å)
C -0.13489 -0.51001 0.40129
C 0.89812 0.09724 -0.53215
N -1.09801 0.59550 0.32099
N -0.47127 -1.79415 -0.10482
N -0.33694 1.68104 -0.11463
I 2.83618 0.23688 0.15637
H 0.20203 -0.80659 1.32730
H 0.82007 -0.18210 -1.54748
H -1.69331 0.78578 1.14996
H -0.21343 -2.73282 0.34663
H -0.27929 -1.99956 -1.10237
H 0.16951 2.23606 0.53028
H -0.69877 2.39273 -0.83136

* HOMO-LUMO gap: 0.314 Ha
* LUMO energy: -5.44 eV
* multiplicity: 1
* HOMO: -13.978 eV
* net charge: +1


Which structure wins on stability? w wins.


--- w ---
The following is a DFT calculation (ωB97M-V with the def2-TZVPD basis set) of 2 unconnected molecules or ions with the total composition C9H14O.

Element x y z (Å)
C -0.40427 2.79206 -0.70981
C -0.20498 1.89319 -1.91098
H -0.30294 3.87688 -0.82209
H -1.42215 2.63386 -0.34576
H 0.24480 2.45439 0.09646
H -0.34809 0.89798 -1.55171
H 0.77695 1.87328 -2.38560
H -0.95386 1.89097 -2.71040
C 2.35560 0.22606 1.90578
C -0.11688 0.01923 1.53161
C 1.16542 -0.29080 1.14290
C -1.26269 -0.42325 0.77460
C -1.00007 -1.19266 -0.35783
C 1.39081 -0.92344 -0.10037
C 0.26094 -1.40358 -0.86986
O -2.06807 -1.79463 -1.02748
H -0.26119 0.59894 2.44023
H -2.24884 -0.35057 1.22002
H 2.20667 1.08259 2.56693
H 3.13465 0.51951 1.19527
H 2.37168 -1.36399 -0.27141
H -2.86144 -1.28583 -0.82417
H 0.36317 -2.19051 -1.60898
H 2.77692 -0.57173 2.53090

* HOMO-LUMO gap (spin up / spin down): 0.129 / 0.270 Ha
* LUMO energy (spin up / spin down): 3.98 / 3.84 eV
* multiplicity: 2
* HOMO (spin up / spin down): 0.461 / -3.496 eV
* net charge: -1


--- x ---
The following is a DFT calculation (ωB97M-V with the def2-TZVPD basis set) of 2 unconnected molecules or ions with the total composition C9H14O.

Element x y z (Å)
C 2.68905 2.51038 0.67156
C 1.40947 1.18231 -0.92821
C 2.31966 1.16538 0.04469
C 0.68017 0.09398 -1.36045
C 2.72264 -0.04518 0.62635
C 1.18701 -1.16849 -0.93059
C 2.25631 -1.19042 0.02271
O 0.65225 -2.18558 -1.55202
H 1.08541 2.14396 -1.54078
H -0.06608 0.06872 -2.22097
H 2.53441 2.55636 1.81703
H 2.02784 3.22396 0.39079
H 3.44275 -0.12701 1.51255
H 2.74461 -2.16889 0.28876
H 1.03841 -3.05528 -1.41991
H 3.70263 2.92006 0.42534
C -3.10820 -0.52459 0.37262
C -4.51967 -0.99854 0.54881
H -2.39603 -0.92478 -0.39957
H -3.15126 0.53234 0.16128
H -2.66620 -0.46077 1.42177
H -5.14882 -0.38899 -0.00869
H -4.63758 -2.10729 0.46107
H -4.79878 -1.05166 1.59588

* HOMO-LUMO gap (spin up / spin down): 0.089 / 0.259 Ha
* LUMO energy (spin up / spin down): 3.53 / 3.46 eV
* multiplicity: 2
* HOMO (spin up / spin down): 1.117 / -3.596 eV
* net charge: -1


Which structure wins on stability? w wins.